Density functional theory data (wB97M-V/def2-TZVPD) for a cluster of 5 separate species, C22H36BrN6O4 in total.

## Properties
Molar mass   528.47 g/mol
Frontier orbital gap   6.728 eV
Max |F|   0.01327 Eh/bohr
HOMO   -10.895 eV

```
! RIJCOSX wB97M-V def2-TZVPD def2/J DEFGRID3
* xyz 1 1
Br 0.832 -0.238 3.001
C -0.952 -0.259 2.477
C -1.333 -0.059 1.177
C -2.695 -0.104 0.941
N -3.558 -0.322 1.916
C -4.984 -0.379 1.625
C -5.427 -1.379 0.763
C -6.788 -1.466 0.490
C -7.665 -0.568 1.089
C -7.199 0.427 1.951
C -5.839 0.528 2.227
N -3.220 -0.516 3.189
C -1.937 -0.484 3.440
H -0.635 0.111 0.369
H -3.082 0.037 -0.051
H -4.721 -2.070 0.333
H -7.154 -2.240 -0.160
H -8.718 -0.643 0.887
H -7.905 1.100 2.404
H -5.457 1.284 2.892
H -1.646 -0.654 4.463
C -7.593 -0.293 -3.044
C -8.972 -0.129 -2.447
O -9.378 -0.827 -1.528
N -9.766 0.831 -2.980
C -9.472 1.746 -4.070
H -7.083 -1.098 -2.526
H -7.660 -0.546 -4.102
H -7.013 0.624 -2.931
H -10.674 0.888 -2.546
H -9.549 2.777 -3.723
H -10.184 1.599 -4.883
H -8.471 1.581 -4.452
C 6.454 -0.771 2.595
C 5.034 -0.537 3.040
O 4.514 -1.153 3.957
N 4.318 0.404 2.367
C 4.727 1.235 1.249
H 6.894 -1.541 3.221
H 6.477 -1.100 1.558
H 7.042 0.142 2.693
H 3.387 0.498 2.734
H 4.652 2.290 1.518
H 4.081 1.049 0.388
H 5.752 1.021 0.968
C 9.010 -2.477 0.812
C 9.863 -1.230 0.852
O 9.434 -0.152 0.468
N 11.122 -1.346 1.342
C 11.789 -2.535 1.841
H 8.047 -2.211 0.394
H 9.463 -3.243 0.183
H 8.864 -2.874 1.817
H 11.633 -0.477 1.343
H 12.085 -2.390 2.881
H 12.684 -2.738 1.252
H 11.133 -3.396 1.784
C 1.696 1.020 -2.703
C 0.271 1.342 -2.336
O -0.334 0.700 -1.474
N -0.332 2.356 -2.984
C 0.218 3.214 -4.023
H 2.031 0.184 -2.098
H 1.769 0.744 -3.755
H 2.345 1.876 -2.513
H -1.283 2.518 -2.692
H 0.196 4.253 -3.695
H -0.376 3.122 -4.932
H 1.242 2.940 -4.246
*
```

natural (NBO) atomic charge list, values in e, 8 entries:
1 Br 0.204
2 C -0.070
3 C -0.211
4 C 0.101
5 N -0.104
6 C 0.161
7 C -0.244
8 C -0.186

Density functional theory data (wB97M-V/def2-TZVPD) for a structure of composition C19H38InN6O3P2Te.

## Properties
Molar mass   702.92 g/mol
Relative energy (zero: lowest compared OMol25 entry of this formula, charge and spin)   121.56 kJ/mol
Frontier orbital gap   6.958 eV
Max |F|   0.01117 Eh/bohr
HOMO   -16.828 eV

```
! RIJCOSX wB97M-V def2-TZVPD def2/J DEFGRID3
* xyz 3 1
In 0.919 0.374 -1.183
C -5.174 1.640 2.053
N -4.133 0.611 1.820
C -4.545 -0.745 2.227
P -3.018 0.913 0.710
O -2.034 -0.308 0.643
O -2.219 2.202 1.148
P -0.662 2.767 1.196
O 0.259 1.626 0.857
N -0.704 3.936 0.077
C -1.826 4.874 -0.110
C 0.596 4.501 -0.349
N -0.408 3.290 2.697
C -1.101 4.485 3.213
C -0.034 2.340 3.754
N -3.658 1.250 -0.720
C -4.862 0.528 -1.181
C -2.888 1.869 -1.806
H -6.134 1.284 1.680
H -4.923 2.571 1.549
H -5.254 1.831 3.122
H -4.798 -0.726 3.286
H -3.750 -1.469 2.072
H -5.426 -1.065 1.668
H -2.761 4.434 0.227
H -1.912 5.100 -1.173
H -1.652 5.810 0.421
H 1.390 3.763 -0.248
H 0.857 5.377 0.247
H 0.515 4.797 -1.393
H -1.281 5.204 2.422
H -0.466 4.959 3.958
H -2.052 4.213 3.677
H 0.529 1.509 3.332
H -0.918 1.973 4.284
H 0.610 2.847 4.470
H -5.348 0.011 -0.359
H -4.595 -0.200 -1.947
H -5.565 1.246 -1.602
H -2.019 2.399 -1.417
H -3.517 2.593 -2.324
H -2.577 1.113 -2.530
C -1.433 -1.504 3.417
Te -0.476 -1.156 1.562
C -1.210 -3.039 0.973
C -1.898 -3.635 2.179
C -2.412 -4.928 2.120
C -3.036 -5.468 3.231
C -3.146 -4.728 4.405
C -2.634 -3.444 4.469
C -2.010 -2.897 3.350
H -2.164 -0.704 3.566
H -0.658 -1.397 4.181
H -0.364 -3.618 0.605
H -1.888 -2.838 0.140
H -2.326 -5.511 1.211
H -3.432 -6.474 3.187
H -3.622 -5.159 5.275
H -2.711 -2.875 5.387
C 5.059 -3.374 0.404
N 3.770 -3.584 -0.284
C 3.683 -4.674 -1.276
C 2.763 -2.805 -0.061
N 1.857 -2.093 0.145
H 5.344 -4.299 0.900
H 4.957 -2.583 1.141
H 5.816 -3.101 -0.328
H 3.924 -5.616 -0.787
H 4.393 -4.485 -2.078
H 2.676 -4.722 -1.682
*
```

natural (NBO) atomic charge list, values in e, 8 entries:
1 In 0.955
2 C -0.414
3 N -0.821
4 C -0.409
5 P 2.573
6 O -1.138
7 O -1.103
8 P 2.544

Density functional theory data (wB97M-V/def2-TZVPD) for a structure of composition C5H8O2.

## Properties
Molar mass   100.12 g/mol
Relative energy (zero: lowest compared OMol25 entry of this formula, charge and spin)   531.90 kJ/mol
Frontier orbital gap   9.054 eV
Max |F|   0.04973 Eh/bohr
HOMO   -8.309 eV

```
! RIJCOSX wB97M-V def2-TZVPD def2/J DEFGRID3
* xyz 0 1
O -2.588 0.994 0.200
C -2.215 -0.320 0.553
C -0.984 -0.779 -0.214
O 0.087 0.100 0.169
C 1.204 0.062 -0.615
C 2.395 0.635 -0.158
C 3.282 1.392 0.284
H -1.811 1.551 0.359
H -3.060 -0.970 0.300
H -2.023 -0.419 1.635
H -1.160 -0.699 -1.297
H -0.715 -1.817 0.035
H 1.047 -0.205 -1.661
H 2.306 -0.749 -0.331
H 4.235 1.225 0.739
*
```

natural (NBO) atomic charge list, values in e, 8 entries:
1 O -0.708
2 C -0.082
3 C -0.093
4 O -0.513
5 C 0.010
6 C -0.226
7 C -0.257
8 H 0.475

Density functional theory data (wB97M-V/def2-TZVPD) for a structure of composition C14H24F6INO8PS2.

## Properties
Molar mass   670.35 g/mol
Frontier orbital gap   7.829 eV
Max |F|   0.02715 Eh/bohr
HOMO   -5.473 eV

```
! RIJCOSX wB97M-V def2-TZVPD def2/J DEFGRID3
* xyz -1 1
C -5.136 1.641 1.506
C -4.460 1.805 0.133
C -3.017 1.319 0.131
I -2.693 -0.100 -1.447
S -1.952 2.751 -0.068
O -2.292 3.387 -1.310
O -2.298 3.531 1.095
N -0.461 2.212 0.091
S 0.487 2.273 -1.221
O -0.095 1.818 -2.462
O 1.657 1.514 -0.861
P 1.288 4.280 -1.451
C 0.308 5.388 -0.359
C 0.819 4.738 -3.169
C -0.674 4.935 -3.457
H -4.401 1.544 2.287
H -5.748 2.509 1.691
H -5.784 0.778 1.480
H -5.034 1.292 -0.615
H -4.469 2.852 -0.126
H -2.748 0.848 1.059
H -0.473 4.886 0.192
H -0.100 6.188 -0.960
H 1.006 5.825 0.338
H 1.324 5.677 -3.339
H 1.196 3.973 -3.829
H -1.230 5.213 -2.581
H -0.825 5.707 -4.206
H -1.105 4.024 -3.833
C 1.552 -1.377 -2.348
C 2.110 -1.999 -1.095
O 2.250 -3.446 -1.228
C 3.317 -3.875 -1.867
O 4.200 -3.227 -2.348
C 3.310 -5.416 -1.874
F 2.103 -5.904 -2.206
F 3.624 -5.883 -0.645
F 4.210 -5.892 -2.741
H 0.607 -1.849 -2.624
H 1.384 -0.319 -2.164
H 2.236 -1.492 -3.190
H 1.421 -1.851 -0.268
H 3.063 -1.557 -0.814
C 2.230 -4.708 2.711
C 1.031 -3.893 2.278
O 0.150 -3.631 3.391
C 0.506 -2.643 4.199
O 1.477 -1.954 4.113
C -0.562 -2.473 5.296
F -0.914 -3.664 5.817
F -1.662 -1.896 4.783
F -0.098 -1.703 6.284
H 1.909 -5.629 3.199
H 2.841 -4.962 1.846
H 2.846 -4.156 3.420
H 0.440 -4.451 1.556
H 1.329 -2.958 1.811
*
```

natural (NBO) atomic charge list, values in e, 8 entries:
1 C -0.599
2 C -0.450
3 C -0.565
4 I 0.090
5 S 2.303
6 O -0.987
7 O -0.998
8 N -1.223

Density functional theory data (wB97M-V/def2-TZVPD) for a structure of composition C53H41Br2IrN3O4P2.

## Properties
Molar mass   1197.90 g/mol
Relative energy (zero: lowest compared OMol25 entry of this formula, charge and spin)   0.00 kJ/mol
Frontier orbital gap   7.303 eV
Max |F|   0.00643 Eh/bohr
HOMO   -10.024 eV

```
! RIJCOSX wB97M-V def2-TZVPD def2/J DEFGRID3
* xyz 1 1
Ir 0.033 -0.037 -0.188
Br -0.510 1.727 4.561
C -0.296 -0.030 3.929
C -0.347 -1.094 4.848
C -0.160 -2.386 4.451
Br -0.213 -3.773 5.732
C 0.092 -2.684 3.090
C 0.365 -3.964 2.562
C 0.663 -4.112 1.234
C 0.669 -2.986 0.398
N 0.397 -1.787 0.865
C 0.114 -1.604 2.189
C -0.070 -0.248 2.588
O 0.046 0.713 1.697
H -0.532 -0.870 5.889
H 0.352 -4.820 3.222
H 0.895 -5.080 0.815
H 0.912 -3.058 -0.654
C 3.994 5.148 -3.665
C 3.224 4.829 -2.378
C 3.275 6.043 -1.432
C 1.762 4.528 -2.698
C 0.993 5.305 -3.557
C -0.361 5.055 -3.745
C -0.983 4.009 -3.083
C -0.241 3.192 -2.234
P -1.009 1.874 -1.221
C -2.301 1.280 -2.363
C -1.999 1.119 -3.714
C -2.952 0.623 -4.591
C -4.216 0.286 -4.128
C -4.520 0.428 -2.782
C -3.566 0.915 -1.900
C -1.849 2.953 -0.014
C -1.134 3.338 1.118
C -1.655 4.292 1.980
C -2.888 4.869 1.723
C -3.597 4.504 0.587
C -3.075 3.561 -0.284
C 1.096 3.496 -2.055
O 1.708 2.693 -1.151
C 3.061 2.638 -1.117
C 3.551 1.515 -0.476
C 4.928 1.416 -0.300
C 5.757 2.407 -0.796
C 5.224 3.490 -1.488
C 3.855 3.632 -1.672
P 2.432 0.152 0.023
C 3.297 -1.242 -0.770
C 2.924 -1.534 -2.074
C 3.586 -2.518 -2.795
C 4.634 -3.214 -2.216
C 5.036 -2.905 -0.923
C 4.381 -1.916 -0.204
C 2.820 0.076 1.806
C 2.921 -1.107 2.536
C 3.133 -1.075 3.907
C 3.226 0.140 4.567
C 3.112 1.324 3.853
C 2.914 1.293 2.483
H 3.570 6.017 -4.166
H 3.972 4.305 -4.356
H 5.034 5.388 -3.447
H 2.834 6.918 -1.913
H 4.308 6.276 -1.170
H 2.723 5.844 -0.512
H 1.449 6.134 -4.082
H -0.935 5.686 -4.410
H -2.039 3.830 -3.232
H -1.017 1.379 -4.088
H -2.708 0.514 -5.640
H -4.966 -0.084 -4.817
H -5.503 0.163 -2.414
H -3.807 1.006 -0.850
H -0.176 2.890 1.336
H -1.093 4.581 2.858
H -3.295 5.608 2.401
H -4.553 4.961 0.372
H -3.627 3.319 -1.182
H 5.356 0.566 0.214
H 6.827 2.332 -0.659
H 5.898 4.240 -1.882
H 2.122 -0.986 -2.547
H 3.278 -2.726 -3.812
H 5.153 -3.984 -2.773
H 5.871 -3.427 -0.475
H 4.730 -1.673 0.787
H 2.822 -2.066 2.045
H 3.214 -2.003 4.459
H 3.382 0.164 5.638
H 3.171 2.275 4.365
H 2.824 2.224 1.938
C -1.286 -2.921 -4.982
N -1.454 -2.483 -3.598
C -2.496 -2.916 -2.848
C -2.735 -2.448 -1.603
C -1.809 -1.487 -1.129
O -1.917 -0.811 -0.047
N -0.687 -1.177 -1.812
C -0.525 -1.546 -3.124
O 0.318 -1.101 -3.876
H -2.173 -3.473 -5.281
H -0.406 -3.555 -5.078
H -1.157 -2.052 -5.621
H -3.146 -3.634 -3.328
H -3.591 -2.742 -1.019
*
```

Mulliken atomic charge list, values in e, 8 entries:
1 Ir 3.318
2 Br -0.142
3 C 0.286
4 C -0.272
5 C -0.116
6 Br -0.187
7 C 1.087
8 C -1.034

Density functional theory data (wB97M-V/def2-TZVPD) for a structure of composition C5H8N2.

## Properties
Molar mass   96.13 g/mol
Relative energy (zero: lowest compared OMol25 entry of this formula, charge and spin)   453.12 kJ/mol
Frontier orbital gap   8.739 eV
Max |F|   0.09081 Eh/bohr
HOMO   -7.884 eV

```
! RIJCOSX wB97M-V def2-TZVPD def2/J DEFGRID3
* xyz 0 1
C -0.673 1.079 0.058
C -0.152 -0.282 -0.169
C 1.368 -0.246 -0.391
C 1.960 0.955 0.258
N 1.017 1.728 0.582
C -0.767 -1.443 0.498
N -0.824 -1.317 -0.960
H -0.969 1.649 -0.826
H -1.447 1.174 0.830
H 0.572 2.544 0.916
H 1.616 -0.172 -1.451
H 1.854 -1.153 -0.046
H -1.679 -1.285 1.073
H -0.131 -2.247 0.857
H -1.746 -0.986 -1.228
*
```

natural (NBO) atomic charge list, values in e, 8 entries:
1 C -0.350
2 C 0.008
3 C -0.502
4 C 0.168
5 N -0.552
6 C -0.244
7 N -0.572
8 H 0.197

Density functional theory data (wB97M-V/def2-TZVPD) for a cluster of 4 separate species, C21H43NO10PS in total.

## Properties
Molar mass   532.61 g/mol
Frontier orbital gap   5.372 eV
Max |F|   0.04411 Eh/bohr
HOMO   -3.545 eV

```
! RIJCOSX wB97M-V def2-TZVPD def2/J DEFGRID3
* xyz -1 1
C -4.420 1.324 -3.358
O -3.196 0.662 -3.112
C -2.723 0.183 -4.369
C -1.468 -0.687 -4.124
C -1.711 -2.225 -3.905
C -3.187 -2.686 -3.840
C -3.965 -2.262 -2.555
C -3.086 -2.024 -1.304
C -3.882 -1.289 -0.180
C -3.444 -1.659 1.258
C -1.901 -1.648 1.523
C -1.377 -0.510 2.459
P -1.249 1.263 1.772
C -3.137 1.631 2.070
N -1.517 0.799 0.056
S -1.010 3.364 1.076
H -4.849 1.745 -2.434
H -5.158 0.618 -3.796
H -4.284 2.172 -4.065
H -3.508 -0.284 -4.990
H -2.387 1.088 -4.930
H -0.972 -0.273 -3.224
H -0.747 -0.535 -4.948
H -1.112 -2.548 -3.036
H -1.250 -2.746 -4.771
H -3.773 -2.370 -4.721
H -3.177 -3.795 -3.862
H -4.652 -3.099 -2.301
H -4.610 -1.377 -2.684
H -2.685 -2.954 -0.851
H -2.203 -1.384 -1.499
H -3.858 -0.205 -0.392
H -4.952 -1.579 -0.320
H -4.004 -1.023 1.970
H -3.820 -2.689 1.448
H -1.709 -2.599 2.083
H -1.305 -1.769 0.601
H -0.343 -0.812 2.755
H -1.961 -0.549 3.408
H 0.165 1.074 1.571
H -0.992 1.740 3.130
H -3.300 2.677 2.374
H -3.493 0.955 2.877
H -3.755 1.415 1.174
H -1.835 1.617 -0.459
H -0.607 0.564 -0.331
H -1.011 4.119 2.220
C 2.756 3.307 3.972
C 3.694 2.211 4.400
O 3.293 1.115 3.577
C 2.687 1.634 2.476
O 2.380 1.008 1.520
O 2.476 2.967 2.618
H 3.209 4.296 4.039
H 1.820 3.305 4.537
H 4.730 2.446 4.191
H 3.595 1.960 5.455
C 7.683 4.147 2.225
C 7.963 5.467 2.892
O 6.991 5.502 3.936
C 6.644 4.221 4.214
O 5.978 3.891 5.139
O 7.151 3.366 3.295
H 8.578 3.683 1.815
H 6.931 4.225 1.437
H 8.961 5.510 3.336
H 7.839 6.313 2.218
C 2.668 -5.297 -1.816
C 1.310 -4.685 -1.604
O 0.747 -4.715 -2.916
C 1.374 -5.694 -3.611
O 1.031 -6.088 -4.676
O 2.448 -6.166 -2.928
H 3.017 -5.857 -0.950
H 3.424 -4.557 -2.090
H 0.681 -5.278 -0.936
H 1.362 -3.665 -1.227
*
```

Mulliken atomic charge list, values in e, 8 entries:
1 C -0.960
2 O -0.084
3 C -0.792
4 C -0.664
5 C -0.261
6 C -1.197
7 C -0.837
8 C 0.147

Density functional theory data (wB97M-V/def2-TZVPD) for a cluster of 5 separate species, H10O5 in total.

## Properties
Molar mass   90.08 g/mol
Relative energy (zero: lowest compared OMol25 entry of this formula, charge and spin)   211.41 kJ/mol
Frontier orbital gap   10.617 eV
Max |F|   0.06294 Eh/bohr
SMILES   O.O.O.O.O
HOMO   -10.497 eV

```
! RIJCOSX wB97M-V def2-TZVPD def2/J DEFGRID3
* xyz 0 1
O -0.050 -1.112 -0.146
H -0.833 -0.843 0.348
H 0.449 -1.648 0.480
O -0.133 0.425 1.380
H -0.226 1.383 1.322
H 0.776 0.295 1.672
O 5.310 0.341 -0.432
H 5.463 0.959 -1.156
H 4.469 -0.075 -0.651
O -2.704 3.410 -0.644
H -2.249 3.052 0.127
H -3.517 2.895 -0.696
O -2.574 -2.810 -0.458
H -1.650 -2.556 -0.359
H -2.534 -3.715 -0.787
*
```

natural (NBO) atomic charge list, values in e, 8 entries:
1 O -0.939
2 H 0.489
3 H 0.455
4 O -0.946
5 H 0.473
6 H 0.478
7 O -0.937
8 H 0.469